(1)
This record from OMol25 describes a 2-piece molecular cluster, C12H14N2O overall in a non-equilibrium geometry. The level of theory is ωB97M-V/def2-TZVPD.

Geometry (Å):
N 0.315 2.685 0.079
H -0.695 0.373 -1.791
H -0.803 -1.341 2.491
H -4.743 0.112 0.985
H 4.403 0.465 0.299
C 0.167 -1.355 2.136
C 2.185 -0.044 -1.722
O 1.266 3.400 0.187
C -1.514 0.301 -1.132
C -0.769 2.229 0.163
H 3.871 -0.946 1.287
C -2.905 1.235 0.594
H 0.270 -2.226 1.441
C -1.798 1.322 -0.253
H 4.636 -1.161 -0.371
C -3.850 0.242 0.387
H 2.439 0.945 -2.143
H 2.891 -0.778 -2.327
N 1.472 -0.233 0.529
C 2.450 -0.277 -0.305
C -2.377 -0.791 -1.245
H 1.181 -0.278 -2.133
C -3.630 -0.790 -0.522
H 0.829 -1.514 2.949
H -3.291 2.030 1.293
H -2.064 -1.625 -1.882
H -4.395 -1.444 -0.566
C 3.884 -0.446 0.175
C 0.576 -0.087 1.397

The largest force on an atom comes out at 5.0 eV Å⁻¹. The highest occupied orbital energy comes out at -7.4 eV. For the HOMO-LUMO gap, the calculation gives 7.910 eV. The molar mass comes out at 202.26 Da. For the total energy, the calculation gives -650.1724 a.u.



(2)
This record from OMol25 describes C12H14N2O2Sn as an isolated structure in a non-equilibrium geometry. The level of theory is ωB97M-V/def2-TZVPD.

Geometry (Å):
H 2.764 1.698 -0.994
C 0.459 2.026 1.433
C -0.222 -1.760 1.390
N -0.904 -0.798 0.646
H 0.098 2.042 2.460
C 2.032 -1.280 -1.376
C -2.509 -1.581 2.167
O 0.964 -2.030 1.289
C 1.884 1.861 -0.374
H 0.498 2.971 -1.798
H -3.277 -2.217 1.704
H 2.164 -0.387 -4.278
O -2.780 0.531 0.902
C 0.650 2.470 -0.842
Sn -0.204 0.355 -0.973
C -2.148 -0.480 1.180
C 1.751 1.617 1.015
C -0.258 2.513 0.303
H 0.465 0.334 -4.015
H -1.236 2.987 0.296
H 1.735 -2.279 -1.055
H -1.355 -3.426 2.132
C 1.337 -0.170 -3.600
H -2.898 -1.145 3.092
C 1.359 -0.578 -2.321
N -1.450 0.311 -2.566
H 2.965 -0.911 -0.940
H -2.364 0.720 -2.303
C -1.224 -2.363 2.370
H -0.834 -2.262 3.390
H 2.538 1.231 1.665

The largest force on an atom comes out at 3.7 eV Å⁻¹. The highest occupied orbital energy (spin up / spin down) comes out at -7.2 / -7.2 eV. For the HOMO-LUMO gap (spin up / spin down), the calculation gives 5.824 / 5.825 eV. The molar mass comes out at 336.97 Da. For the total energy, the calculation gives -939.7498 a.u.



(3)
This record from OMol25 describes an isolated molecule of C12H14N2O4. The level of theory is ωB97M-V/def2-TZVPD.

Geometry (Å):
C 2.747 -0.514 -0.220
O 1.417 2.800 2.065
H 3.155 3.898 2.328
H -3.314 0.531 -0.042
H -2.747 2.187 0.160
C -1.216 0.814 -0.359
O -1.491 -3.206 -2.872
C -2.632 1.285 -0.434
C -1.447 -2.481 -1.921
C 1.021 1.024 0.508
C -1.718 -0.970 -1.984
C 2.014 1.721 1.391
H -1.565 -0.659 -3.022
N -0.826 -0.247 -1.101
H 2.862 2.071 0.778
O 0.740 -1.704 -1.825
C 1.415 -0.053 -0.259
C 0.487 -0.745 -1.115
C 2.318 3.481 2.901
H 2.426 0.996 2.115
H -0.605 2.299 1.043
C -0.310 1.454 0.447
O -1.368 -2.883 -0.645
C -1.059 -4.258 -0.456
H -2.916 1.508 -1.462
H 2.719 2.818 3.677
N 3.838 -0.861 -0.156
H -0.045 -4.456 -0.805
H -1.759 -4.883 -1.015
H 1.757 4.289 3.366
H -2.756 -0.810 -1.698
H -1.141 -4.444 0.612

The largest force on an atom comes out at 0.9 eV Å⁻¹. The highest occupied orbital energy comes out at -8.8 eV. The SMILES is COCc1cc(C)n(CC(=O)OC)c(=O)c1C#N. For the HOMO-LUMO gap, the calculation gives 8.653 eV. The molar mass comes out at 250.25 Da. For the total energy, the calculation gives -876.1379 a.u.



(4)
This record from OMol25 describes an isolated molecule of C12H14N2O4 in a non-equilibrium geometry. The level of theory is ωB97M-V/def2-TZVPD.

Geometry (Å):
H -1.254 -0.524 -2.837
O 0.884 -3.859 -0.955
H 0.567 0.519 -0.508
N 0.794 1.659 1.919
H -0.003 2.205 1.524
O 2.889 2.236 -2.516
H -2.723 -2.038 1.602
C 0.139 -2.814 -0.545
H 2.879 2.017 1.808
C 2.645 0.323 0.410
H -3.405 2.611 0.260
C -3.190 0.338 1.159
H 1.852 -2.171 0.818
N -1.334 -2.847 -0.930
O 2.066 2.634 -0.115
C -2.335 1.183 -1.442
C 2.878 1.982 -1.194
H 0.524 0.690 2.197
H 0.196 -1.378 1.271
H -2.218 2.040 -2.251
C -3.022 1.525 0.027
C 0.874 -1.663 0.361
C -2.620 -1.167 0.815
H -1.768 -3.591 -0.306
C 1.389 -0.346 -0.469
C -1.900 -1.478 -0.624
H 3.216 -0.422 1.113
C 2.034 1.707 1.054
H -3.692 0.600 2.189
H 1.729 -0.588 -1.587
O 3.670 0.941 -0.459
C -1.764 -0.324 -1.790

The largest force on an atom comes out at 10.0 eV Å⁻¹. The highest occupied orbital energy comes out at -9.0 eV. The SMILES is N[C@@H]1OC(=O)O[C@@H]1CCC(=O)Nc1ccccc1. For the HOMO-LUMO gap, the calculation gives 8.525 eV. The molar mass comes out at 250.25 Da. For the total energy, the calculation gives -875.6956 a.u.



(5)
This record from OMol25 describes an isolated ion of composition C12H14N3 and charge +1 in a non-equilibrium geometry. The level of theory is ωB97M-V/def2-TZVPD.

Geometry (Å):
C -3.680 0.571 0.282
H -4.749 0.494 0.484
H 3.225 -1.061 -0.321
C -3.044 1.883 0.164
H 2.480 -1.835 0.913
C -0.832 -1.655 -0.674
C 0.709 -0.237 1.479
H 2.643 2.319 -1.125
C -1.559 -0.355 -0.279
H -0.305 -1.672 2.453
N -1.783 1.996 -0.090
H 0.425 -3.201 0.045
C 1.416 0.787 -0.544
C 2.865 -0.787 0.655
H 0.028 2.047 -1.398
H -3.599 2.820 0.281
H -3.415 -1.478 -0.083
N 0.228 1.269 -0.816
H 2.169 1.333 -2.576
C 0.028 -1.408 1.464
C -1.011 0.887 -0.184
H 3.326 0.895 -1.362
H 3.725 -0.554 1.315
C -0.084 -2.248 0.255
C -2.955 -0.502 -0.005
C 2.394 1.362 -1.506
H 0.782 0.498 2.241
N 1.705 0.052 0.511
H -1.131 -2.220 -1.583

The largest force on an atom comes out at 3.5 eV Å⁻¹. The highest occupied orbital energy comes out at -12.5 eV. The SMILES is Cc1[nH+]c2ncccc2ccccn1C. Its net charge is +1. For the HOMO-LUMO gap, the calculation gives 9.361 eV. The molar mass comes out at 200.27 Da. For the total energy, the calculation gives -629.6088 a.u.



(6)
This record from OMol25 describes an isolated ion of composition C12H14N3 and charge +1 in a non-equilibrium geometry. The level of theory is ωB97M-V/def2-TZVPD.

Geometry (Å):
C 1.702 1.135 -0.021
H -0.685 -2.608 1.426
H 4.089 1.352 1.225
H 1.453 -2.477 -1.208
H -1.877 -0.005 -1.820
N -2.881 1.625 0.404
C 1.451 -1.500 -0.683
N -0.601 1.536 0.058
H 1.818 2.138 0.170
C 4.127 1.016 0.181
C 2.809 0.289 0.016
C 0.460 0.665 -0.248
H -2.202 -1.851 1.268
C -1.394 -2.148 0.704
C -1.700 1.163 0.646
H -1.533 0.422 1.470
H -0.705 2.337 -0.598
C 0.268 -0.667 -0.512
C -2.074 -0.542 -0.889
H 4.936 0.275 0.043
H -1.734 -3.063 0.221
H 4.099 1.686 -0.654
C -1.061 -1.238 -0.350
H 3.581 -1.569 -0.648
H -2.974 2.418 -0.083
C 2.704 -1.022 -0.361
N -3.380 -0.451 -0.437
C -3.846 0.504 0.203
H -4.851 0.579 0.477

The largest force on an atom comes out at 4.6 eV Å⁻¹. The highest occupied orbital energy comes out at -12.0 eV. The SMILES is Cc1ccc2c(C)cnc[nH+]c[nH]c2c1. Its net charge is +1. For the HOMO-LUMO gap, the calculation gives 7.872 eV. The molar mass comes out at 200.27 Da. For the total energy, the calculation gives -629.5681 a.u.



(7)
This record from OMol25 describes an isolated molecule of C12H14O5 in a non-equilibrium geometry. The level of theory is ωB97M-V/def2-TZVPD.

Geometry (Å):
H 1.572 -0.576 3.783
C -0.583 -1.879 -0.323
C -0.804 -2.550 -2.605
C 2.124 0.696 1.978
H -0.657 -2.170 -3.633
O 0.282 1.433 -1.938
H -2.018 2.704 -2.279
C -0.949 -0.836 2.062
H -1.877 -2.857 -2.413
H 1.065 3.187 0.032
C -2.330 1.695 -2.126
H -3.415 1.669 -2.015
C 0.306 0.556 0.218
C 1.493 -0.508 2.696
O -1.732 1.154 -0.910
O 2.720 -0.586 2.008
O -0.982 -2.961 0.083
H 2.508 2.298 -0.693
C 1.424 1.221 0.767
H -1.183 0.151 2.491
H -2.057 1.136 -2.971
C 1.924 2.517 0.228
H 0.570 -2.447 2.064
H 2.495 1.474 2.650
C -0.397 1.129 -0.967
C 0.464 -1.363 2.007
H -1.780 -1.513 2.293
C -0.206 -0.818 0.749
H 2.613 3.022 0.894
H -0.184 -3.439 -2.486
O -0.404 -1.539 -1.644

The largest force on an atom comes out at 3.4 eV Å⁻¹. The highest occupied orbital energy comes out at -8.8 eV. The SMILES is COC(=O)C1=C(C)[C@@H]2O[C@@H]2[C@H]2C[C@@]12C(=O)OC. For the HOMO-LUMO gap, the calculation gives 9.410 eV. The molar mass comes out at 238.24 Da. For the total energy, the calculation gives -841.7755 a.u.